(1)
{
  "formula": "C31H48O29",
  "method": "wB97M-V/def2-TZVPD",
  "species": ["O", "O", "O", "O", "O", "O", "O", "O", "O", "O", "O", "O", "O", "O", "O", "O", "O", "O", "O", "O", "O", "O", "O", "O", "O", "O", "O", "O", "O", "C", "C", "C", "C", "C", "C", "C", "C", "C", "C", "C", "C", "C", "C", "C", "C", "C", "C", "C", "C", "C", "C", "C", "C", "C", "C", "C", "C", "C", "C", "C", "H", "H", "H", "H", "H", "H", "H", "H", "H", "H", "H", "H", "H", "H", "H", "H", "H", "H", "H", "H", "H", "H", "H", "H", "H", "H", "H", "H", "H", "H", "H", "H", "H", "H", "H", "H", "H", "H", "H", "H", "H", "H", "H", "H", "H", "H", "H", "H"],
  "xyz": [[-4.773495, 0.347327, -5.277966], [-0.862525, -0.177866, -0.831086], [-2.682350, 1.218362, 4.037449], [-1.982563, -4.404743, -1.933990], [0.917424, 3.850025, -4.570814], [-1.259770, 1.754908, 5.626612], [2.279906, 5.391522, 2.614891], [-3.666231, -1.582092, -4.998768], [-0.589055, 0.550792, 3.822015], [1.608586, -3.150051, -3.580560], [-4.532873, 2.496335, 0.757795], [0.787624, 4.094619, 3.743905], [-0.546194, -3.730109, 4.725720], [-2.838521, -4.689111, 0.100357], [-5.152310, 1.285526, -0.994332], [5.140998, 1.193991, -1.049353], [2.395718, 3.209857, 2.483391], [-0.969900, -3.979965, 2.598757], [4.959091, 2.196251, -3.009133], [-6.704753, 2.456677, 0.176461], [-3.146881, 0.148333, -3.752287], [3.208698, 1.032974, -2.204717], [1.504607, -3.687876, -1.456136], [4.558526, -1.577624, 0.690488], [-1.916136, -2.699059, -0.501551], [0.718087, -5.143927, 3.567659], [2.850524, -2.098806, 2.064033], [0.738862, -5.162913, -2.928483], [3.500886, -0.007616, 1.890849], [1.269940, -4.115594, -2.702688], [-2.638137, -5.662670, -1.886573], [-2.140366, -0.808818, -3.488257], [4.287410, 1.497545, -2.046936], [-1.415932, -2.627448, 4.425031], [1.780700, -2.314227, -1.461911], [-0.089218, 2.876813, -4.788604], [-3.306009, 2.284412, 0.080177], [-0.139224, -4.310646, 3.595784], [-3.958058, -0.312107, -4.707371], [1.709774, 4.244777, 3.004382], [-3.728654, 1.177579, -0.842892], [-2.306677, 2.715846, 5.779434], [-2.568325, -2.104332, -4.227454], [-0.106232, 0.131155, 0.345276], [2.007418, -1.310586, 2.946561], [0.729052, 1.363220, 0.080325], [-1.417232, 1.188540, 4.418172], [2.769260, -0.018767, 3.113856], [-3.433761, 2.055385, 4.934339], [-2.772197, -6.012798, -0.447006], [6.421597, 1.816677, -1.213661], [-2.220672, -3.834287, -0.718442], [-1.847849, -2.869611, 2.952917], [6.268516, 2.471445, -2.591395], [1.683498, -1.876956, -2.908016], [-0.211412, 2.109048, -3.463462], [-5.583140, 2.125920, -0.034796], [3.541172, 5.192446, 2.039077], [3.482198, 3.673902, 1.706507], [3.686151, -1.245527, 1.447126], [2.593661, -1.938051, -0.839871], [-3.627366, -5.695338, -2.355357], [4.329414, 5.538411, 2.706269], [-3.782049, -6.370706, -0.250012], [-3.340691, 1.430788, -1.832468], [0.162840, 2.144153, -5.564844], [-0.323952, 2.845105, -2.668947], [-4.181198, 1.458260, 5.454288], [-1.534554, -1.990721, 2.391347], [0.929792, -1.827411, -0.962246], [1.013886, 4.437526, -5.323844], [-1.038627, 1.397631, -3.457509], [2.682736, -1.552106, -3.195505], [-2.583416, 1.956010, 0.833103], [7.059848, 2.061797, -3.222055], [-1.335091, -1.015485, -0.845358], [-2.118959, -1.068795, -2.427344], [6.625130, 2.591133, -0.476500], [0.116469, 2.225133, -0.185563], [3.127575, 3.558044, 0.676912], [-2.311985, -2.704879, 5.044025], [1.313352, 1.677099, 0.948010], [1.509140, 1.115848, -0.639598], [-0.856154, -0.015914, 1.126482], [-0.879600, -1.743495, 4.758714], [-2.891228, -3.117052, 2.799086], [6.448519, 3.546439, -2.575634], [3.661113, 5.626067, 1.046316], [4.372811, 3.057770, 1.807162], [-1.178160, -0.342068, -3.699456], [-2.131313, 3.690327, 5.329914], [-0.975261, 3.398968, -5.162157], [-1.784307, -2.460112, -4.890830], [0.680717, 1.501029, -3.318461], [2.050351, 0.801204, 3.071991], [-1.966396, -6.588294, 0.005738], [1.110054, -1.394165, 2.331654], [-3.481124, 0.143088, -0.624415], [-2.921350, -2.846980, -3.520957], [-2.827170, 3.179233, -0.322856], [3.317795, 0.124873, 4.043757], [0.862250, -1.180400, -3.045288], [-2.714590, 2.791705, 6.783514], [7.209882, 1.070552, -1.209689], [0.615694, -0.691185, 0.446940], [-2.153113, -6.465461, -2.446288], [1.842951, -1.823910, 3.894196], [-3.997863, 2.828308, 4.412965]],
  "atomic_forces_ev_per_a": [[0.043, -0.344, 0.391], [0.308, 1.348, -1.376], [-1.159, 0.841, -0.481], [-0.549, -0.333, 0.786], [0.588, 0.074, 0.119], [0.520, 1.170, 0.095], [-0.843, 1.318, 0.329], [-0.193, -1.187, -0.532], [0.018, 0.591, 0.434], [-1.173, -0.183, -0.769], [-0.537, 1.245, 0.236], [-0.088, 0.581, -0.414], [-0.003, 0.823, 0.572], [0.749, 1.148, 0.792], [-0.029, 0.663, 0.704], [-0.209, 0.277, 1.027], [0.186, -0.604, 0.721], [-0.392, 0.614, -1.152], [-0.614, 0.092, 0.016], [0.021, -0.093, -0.202], [0.110, 0.083, 0.344], [-0.486, 0.365, 0.436], [0.561, -0.651, 0.519], [-0.855, 0.329, -0.060], [-0.317, 0.002, 0.612], [-0.195, 0.610, -0.526], [0.776, 0.073, 0.368], [0.686, 0.147, -0.537], [0.804, 1.476, 0.374], [-0.900, 0.042, 0.462], [-0.253, -2.154, -1.687], [0.510, -1.028, 1.324], [1.750, -1.011, -1.171], [-1.066, -0.885, 0.804], [-2.075, 2.011, 1.525], [-0.075, -0.426, 0.081], [0.420, -1.164, 1.696], [-0.423, -1.481, 0.573], [-0.274, 0.547, -0.940], [0.341, -0.937, 0.448], [0.732, 0.171, -2.816], [-2.245, -1.000, -0.539], [-0.010, 2.005, -0.174], [-0.268, -2.075, -0.797], [-0.271, -1.747, -0.077], [-0.164, 0.287, 0.901], [0.726, -1.778, 0.023], [-2.322, 0.622, -0.955], [0.032, 0.571, -0.045], [-1.076, 0.679, 0.412], [-0.606, 0.453, -0.662], [0.291, -0.272, -1.016], [2.290, 0.472, 0.731], [1.470, 0.372, 0.196], [2.622, -1.024, 0.301], [-0.353, 0.317, -0.729], [0.042, -0.254, 0.561], [0.783, -1.579, -1.070], [-0.390, 0.315, -0.859], [1.361, -1.423, 0.215], [0.780, -0.923, -0.638], [-0.069, 1.028, 0.047], [-0.056, -0.194, 0.095], [0.406, -0.798, 0.126], [0.144, -0.567, 0.074], [0.332, 0.174, -0.144], [0.010, -0.243, 0.219], [0.382, -0.255, 0.289], [-0.340, -0.176, -0.477], [0.012, -0.394, -0.063], [-0.136, -0.131, -0.138], [-0.106, 0.636, -0.005], [-0.504, 1.000, -0.351], [-0.109, -0.271, -0.036], [-0.597, -0.181, -0.626], [0.405, -0.255, 0.949], [-0.220, 0.485, -0.282], [-0.269, -0.313, 0.440], [0.078, -0.053, -0.405], [0.362, 0.082, -0.124], [0.183, -0.116, 0.279], [-0.308, -0.240, 0.343], [-0.472, 0.160, -0.468], [0.613, 1.132, 0.796], [-0.095, 0.395, -0.895], [0.069, -0.210, 0.020], [-0.281, 0.060, 0.111], [-0.322, 0.865, 0.381], [-0.035, 0.107, 0.505], [-0.060, -0.592, -0.459], [0.841, -0.034, 0.236], [-0.387, -0.289, 0.503], [-0.195, -0.300, -0.028], [0.238, 0.304, 0.170], [0.150, 0.101, 0.022], [-0.058, 0.098, 0.021], [-0.553, 1.354, 0.764], [0.134, 0.164, 0.526], [0.008, -0.169, -0.232], [-0.788, 0.120, -0.564], [0.663, -0.526, -0.337], [-0.006, -0.202, -0.619], [0.858, 0.050, 0.315], [-0.173, -0.181, 0.201], [-0.038, 0.077, 0.489], [0.852, 0.547, 0.035], [0.158, -0.228, -0.148], [0.174, -0.197, -0.459]],
  "lowdin_charge": [0.16, -0.13, 0.07, 0.06, -0.08, 0.08, 0.08, 0.07, 0.13, 0.06, 0.04, 0.17, 0.06, 0.07, 0.08, 0.06, 0.02, 0.05, 0.07, 0.16, 0.05, 0.16, 0.09, 0.14, 0.14, 0.16, 0.06, 0.14, 0.06, -0.57, -0.14, -0.12, -0.53, -0.10, -0.12, -0.31, -0.12, -0.61, -0.58, -0.56, -0.12, -0.09, -0.05, -0.28, -0.09, -0.03, -0.59, -0.10, -0.09, -0.08, -0.09, -0.52, -0.06, -0.14, -0.07, -0.06, -0.56, -0.11, -0.10, -0.60, 0.12, 0.14, 0.13, 0.14, 0.12, 0.11, 0.08, 0.13, 0.11, 0.09, 0.08, 0.04, 0.13, 0.12, 0.13, 0.01, 0.09, 0.12, 0.08, 0.13, 0.12, 0.05, 0.06, 0.10, 0.11, 0.13, 0.13, 0.13, 0.13, 0.10, 0.13, 0.11, 0.14, 0.07, 0.10, 0.15, 0.11, 0.13, 0.11, 0.13, 0.14, 0.11, 0.13, 0.13, 0.08, 0.14, 0.14, 0.13],
  "homo_energy_ev": -10.11,
  "multiplicity": 1,
  "orbital_gap_ev": 10.11,
  "fmax_ev_per_a": 3.27,
  "molar_mass_g_mol": 884.70,
  "e_lumo_ev": 0.00,
  "smiles": "O=C1OCCO1.O=C1OCCO1.O=C1OCCO1.O=C1OCCO1.O=C1OCCO1.O=C1OCCO1.O=C1OCCO1.O=C1OCCO1.O=C1OCCO1.CCO.CCO"
}

=====

(2)
{
  "formula": "C31H49ClF3N2O7S2",
  "method": "wB97M-V/def2-TZVPD",
  "species": ["Cl", "S", "S", "F", "F", "F", "O", "O", "O", "O", "O", "O", "O", "N", "N", "C", "C", "C", "C", "C", "C", "C", "C", "C", "C", "C", "C", "C", "C", "C", "C", "C", "C", "C", "C", "C", "C", "C", "C", "C", "C", "C", "C", "C", "C", "C", "H", "H", "H", "H", "H", "H", "H", "H", "H", "H", "H", "H", "H", "H", "H", "H", "H", "H", "H", "H", "H", "H", "H", "H", "H", "H", "H", "H", "H", "H", "H", "H", "H", "H", "H", "H", "H", "H", "H", "H", "H", "H", "H", "H", "H", "H", "H", "H", "H"],
  "xyz": [[-4.662220, -2.496062, 3.556072], [2.304730, 2.488658, -1.950260], [-0.456082, 1.337840, -2.366086], [3.486328, 1.128558, 6.394920], [3.151472, -0.102004, 4.414735], [4.065612, 2.011019, 4.325190], [1.592995, 3.002333, 5.661534], [6.706196, 0.926726, -4.372123], [3.754969, -1.675161, -4.797888], [2.463387, -4.646752, -3.147399], [-6.575154, 0.507828, 5.473604], [-2.594701, -1.500748, 2.137046], [-4.205222, -0.081776, 0.162648], [-2.907327, 2.187129, 1.602480], [1.945222, 0.616631, -3.913654], [3.059010, -5.698341, -2.989152], [1.338073, 1.399496, -2.840028], [3.111263, 1.183745, 5.027258], [3.433163, 0.738836, -3.942583], [8.631852, 1.748542, -3.244052], [3.963260, -0.267147, -5.097457], [-0.428214, 3.060972, 1.530216], [7.841883, 0.706123, -3.989024], [-4.458062, -2.259027, -1.121615], [1.499889, 2.178135, 3.245511], [-1.897650, 3.038215, 0.962829], [-6.529772, -1.551335, 6.664305], [-2.575248, 1.324775, 2.739005], [-4.476611, 1.270730, -0.259947], [8.508758, -0.619298, -4.242828], [1.492284, -0.812325, -3.923639], [2.482161, -7.003575, -3.467891], [4.400033, -5.741574, -2.307172], [-4.304666, 2.248922, 1.036280], [-2.183586, 4.005790, -0.273346], [-3.512264, -1.184254, 2.936617], [-0.014981, 2.161876, 2.728803], [-5.185454, -1.035216, -0.324308], [-1.124203, 1.250497, 3.341343], [-8.720134, -0.404771, 5.952518], [-1.035252, 4.029813, -1.393881], [-3.647189, 0.348032, 3.440794], [-7.215517, -0.397748, 5.982589], [1.624769, 1.813564, 4.812909], [2.707281, -1.885090, -3.826988], [-1.249791, 2.998501, -2.608631], [-1.061135, 5.092099, -1.859663], [7.822794, -1.271310, -4.788343], [0.028770, 3.887804, -1.006148], [3.149415, -7.457010, -4.203970], [1.513913, -6.820393, -3.938966], [-4.591403, 3.323040, 0.711968], [-0.795290, 3.480034, -3.545549], [-3.970967, -1.860603, -2.077053], [2.200889, 1.480022, 2.673585], [-3.339146, 0.319374, 4.558565], [1.005248, -0.994041, -4.957788], [8.763195, -1.095037, -3.293263], [-9.112186, -0.392676, 6.971677], [-5.535682, 1.458688, -0.643202], [-4.716605, 0.743606, 3.425358], [8.026748, 2.651212, -3.133949], [0.880230, 1.029501, 5.177635], [9.407470, -0.473658, -4.845947], [1.871021, 3.265784, 3.116729], [2.337694, -7.678616, -2.621633], [3.951760, 0.410994, -2.972287], [-6.823272, -1.591344, 7.715402], [2.480425, 3.429308, 5.637539], [4.340610, -6.360636, -1.409397], [0.397469, 3.724172, 1.074952], [-5.311889, -2.964909, -1.465462], [5.109727, -0.101784, -5.137082], [2.218751, -2.936301, -3.948518], [-2.386775, 2.836313, -2.716084], [-9.077048, -1.289097, 5.420236], [9.536041, 1.999190, -3.802819], [-9.076035, 0.485860, 5.430004], [-5.106858, 1.925916, 1.779864], [-6.789134, -2.486162, 6.162815], [-3.179551, 3.837515, -0.804666], [-5.447829, -1.412143, 6.608071], [-3.651215, 1.556242, -1.012564], [-5.666071, -1.535579, 0.603289], [-5.955585, -0.611810, -1.052733], [0.762250, -1.086775, -3.084303], [-3.768029, -2.874861, -0.454369], [8.891778, 1.377827, -2.250205], [4.691078, -4.729725, -2.016299], [3.793222, 1.788480, -4.269269], [3.074844, -1.846629, -2.727782], [5.152291, -6.138965, -2.991839], [3.502999, -0.061185, -6.128339], [-2.236468, 5.080554, 0.160954], [-0.917749, 0.536634, 4.201592]],
  "atomic_forces_ev_per_a": [[1.049, 1.787, -0.472], [-1.351, -1.008, -0.971], [0.140, -0.822, -0.745], [-0.751, -0.147, -3.751], [0.307, 2.821, 1.766], [-1.973, -2.000, 1.942], [0.110, -1.205, -1.055], [0.744, 0.037, 0.288], [-1.187, 0.702, 1.066], [0.295, -1.076, 0.370], [-0.190, -0.446, 0.104], [-4.343, 1.176, 3.943], [-1.643, 1.104, -1.017], [2.613, 0.308, 0.934], [-1.046, 0.905, 4.038], [-0.347, 0.503, -0.123], [1.999, 1.269, -0.564], [0.164, -0.235, -0.553], [1.305, -0.860, -1.941], [-0.322, 0.294, -0.011], [0.947, 0.673, 0.147], [-2.344, -2.343, 1.692], [-0.576, 0.123, -0.197], [-1.252, 0.342, -0.085], [-0.792, 0.514, 0.500], [2.786, -0.956, 2.018], [0.372, 0.177, -0.066], [2.916, -0.003, 0.261], [1.278, 0.829, 1.031], [-0.346, -0.162, -0.214], [-0.084, -1.801, -1.752], [-0.337, 0.186, -0.171], [0.009, 0.430, 0.077], [-1.436, -0.337, -1.179], [0.125, 0.475, 0.358], [3.706, -0.311, -3.404], [-3.050, -0.323, -1.421], [0.437, -2.666, -0.167], [-1.286, 2.774, -3.542], [0.008, 0.384, -0.215], [0.269, 0.473, -0.696], [0.355, 0.029, 0.678], [0.326, 0.482, -0.272], [2.052, 0.507, 0.305], [-1.431, 0.122, 0.873], [0.428, 1.472, 0.245], [-0.060, -1.711, 0.821], [0.080, 0.099, 0.076], [-1.559, 0.174, -0.364], [0.032, -0.134, 0.175], [0.143, -0.005, 0.069], [0.861, -1.736, 0.742], [-0.922, -0.827, 1.276], [-0.364, -0.637, 1.513], [-1.338, 0.905, 0.414], [-0.623, 0.073, -1.794], [0.480, 0.214, 1.764], [0.203, 0.066, -0.069], [-0.044, -0.212, -0.065], [1.470, -0.440, 0.325], [1.455, -0.763, -0.041], [0.069, -0.138, -0.030], [1.020, 1.328, -0.388], [0.088, -0.044, 0.200], [-0.465, -1.853, 0.193], [0.180, -0.093, -0.097], [-0.939, 0.752, -1.190], [-0.115, -0.171, -0.086], [-0.854, -0.423, -0.079], [0.113, -0.139, -0.138], [-1.788, -1.173, 0.633], [1.361, 1.115, 0.578], [-2.163, -0.304, -0.121], [1.163, 2.309, -0.089], [1.881, -0.108, -0.210], [-0.047, -0.061, 0.217], [0.083, -0.121, 0.167], [0.066, -0.118, 0.079], [1.524, 0.434, -0.713], [-0.115, -0.020, 0.193], [1.343, -0.013, 0.959], [-0.152, -0.022, 0.006], [-1.485, -0.281, 0.808], [0.383, 1.078, -1.520], [0.996, -0.192, 1.289], [0.990, 0.654, -1.264], [-0.742, 1.133, -0.986], [0.202, -0.015, -0.103], [-0.056, -0.129, -0.060], [-0.853, -1.730, 0.830], [-0.139, -0.058, -1.725], [-0.030, -0.166, 0.136], [0.481, -0.007, 1.532], [0.042, -1.804, -0.501], [-0.509, 1.117, -1.417]],
  "lowdin_charge": [0.61, 0.60, 0.78, 0.09, 0.07, 0.05, -0.03, 0.04, -0.17, 0.03, 0.03, 0.00, -0.21, 0.02, -0.17, -0.47, -0.94, -0.34, -0.22, -0.02, -0.16, 0.09, -0.48, -0.08, -0.07, -0.04, -0.04, -0.04, -0.15, -0.02, -0.15, -0.02, -0.02, -0.08, -0.14, -0.65, -0.07, -0.23, 0.10, -0.02, -0.25, -0.08, -0.50, -0.22, -0.19, -0.47, 0.13, 0.08, 0.04, 0.09, 0.08, 0.14, 0.10, 0.08, 0.14, 0.14, 0.14, 0.09, 0.09, 0.14, 0.11, 0.08, 0.15, 0.09, 0.15, 0.09, 0.12, 0.09, 0.11, 0.09, 0.13, 0.09, 0.10, 0.11, 0.08, 0.09, 0.09, 0.08, 0.13, 0.08, 0.10, 0.07, 0.12, 0.12, 0.12, 0.11, 0.08, 0.09, 0.08, 0.13, 0.13, 0.09, 0.13, 0.14, 0.12],
  "homo_energy_ev": -10.07,
  "multiplicity": 1,
  "orbital_gap_ev": 6.27,
  "total_charge": 1,
  "fmax_ev_per_a": 5.98,
  "molar_mass_g_mol": 718.32,
  "e_lumo_ev": -3.80
}